A 3-piece molecular cluster, C2H5BrO5 overall. Source: OMol25; level of theory: the ωB97M-V functional and the def2-TZVPD basis.

CARTESIAN COORDINATES (ANGSTROEM)
H -2.27 0.70 -0.51
H 2.05 1.27 -0.99
O -0.11 1.98 0.99
O 1.71 1.33 -0.08
H 0.62 1.77 1.60
O -0.27 1.12 -1.05
H -1.33 -2.08 0.75
C 0.50 -1.19 0.43
H 0.96 -2.32 -0.95
O -0.50 -2.14 0.32
Br -3.15 -0.35 0.01
C 0.38 1.49 -0.12
O 1.41 -1.58 -0.40

## Properties
LUMO energy	0.021	Eh
gap between HOMO and LUMO	10.26	eV
HOMO level	-9.7	eV

natural (NBO) population analysis, charges in e, atoms 1 to 5:
1 H 0.258
2 H 0.511
3 O -0.648
4 O -0.706
5 H 0.505


A 2-piece molecular cluster, C2H5BrOS overall. Source: OMol25; level of theory: the ωB97M-V functional and the def2-TZVPD basis.

CARTESIAN COORDINATES (ANGSTROEM)
H 0.17 1.22 1.44
H -1.73 0.72 -1.03
H 1.69 0.13 2.03
Br 2.03 1.04 -0.31
H -1.47 -0.82 -1.85
O 0.14 -2.11 0.34
S -0.78 -1.00 0.60
H -0.09 0.25 -1.47
C 1.17 0.74 1.31
C -1.13 -0.16 -1.06

## Properties
LUMO energy (alpha / beta)	-0.010 / -0.023	Eh
gap between HOMO and LUMO (alpha / beta)	8.28 / 7.77	eV
HOMO level (alpha / beta)	-8.6 / -8.4	eV

natural (NBO) population analysis, charges in e, atoms 1 to 5:
1 H 0.212
2 H 0.226
3 H 0.212
4 Br 0.095
5 H 0.240


C2H5BrOS as an isolated structure. Source: OMol25; level of theory: the ωB97M-V functional and the def2-TZVPD basis.

CARTESIAN COORDINATES (ANGSTROEM)
C 0.62 -0.20 0.00
H 0.87 0.73 1.56
O 1.34 0.14 1.07
H -0.18 1.56 -1.48
C -0.90 -0.21 0.19
S 1.04 0.79 -1.46
Br 1.09 -2.07 -0.59
H -1.37 0.78 0.39
H -1.16 -0.93 1.08
H -1.35 -0.59 -0.77

## Properties
2S+1	3
LUMO energy (alpha / beta)	0.019 / -0.136	Eh
gap between HOMO and LUMO (alpha / beta)	5.52 / 6.09	eV
HOMO level (alpha / beta)	-5.0 / -9.8	eV
<S²>	2.008

natural (NBO) population analysis, charges in e, atoms 1 to 5:
1 C -0.080
2 H 0.460
3 O -0.709
4 H 0.130
5 C -0.699


A 2-piece molecular cluster, C2H5Cl2F overall. Source: OMol25; level of theory: the ωB97M-V functional and the def2-TZVPD basis.

CARTESIAN COORDINATES (ANGSTROEM)
Cl 1.53 -1.70 -0.30
F 1.66 0.79 -0.94
H -0.79 0.03 -0.46
Cl -2.49 -0.73 -0.39
H -2.07 0.02 -1.34
H -0.52 -0.31 1.27
C -0.19 0.29 0.42
C 1.26 0.02 0.12
H 1.92 0.24 0.96
H -0.32 1.35 0.65

## Properties
LUMO energy	0.024	Eh
gap between HOMO and LUMO	11.31	eV
HOMO level	-10.7	eV
SMILES	C[C@H](F)Cl.Cl

natural (NBO) population analysis, charges in e, atoms 1 to 5:
1 Cl -0.081
2 F -0.348
3 H 0.196
4 Cl -0.220
5 H 0.261


A 2-piece molecular cluster, C2H5Cl2P overall. Source: OMol25; level of theory: the ωB97M-V functional and the def2-TZVPD basis.

CARTESIAN COORDINATES (ANGSTROEM)
C -1.15 0.32 -1.13
Cl -0.98 -2.25 1.24
H 1.39 -1.67 0.79
C 0.40 -1.18 0.71
H -1.66 0.77 -0.27
H 0.22 -0.34 1.44
Cl 2.39 1.89 -0.45
H 3.56 2.18 -0.97
H -1.65 0.81 -1.92
P 0.08 -0.80 -1.20

## Properties
LUMO energy	0.003	Eh
gap between HOMO and LUMO	9.56	eV
HOMO level	-9.5	eV
SMILES	C=PCCl.Cl

natural (NBO) population analysis, charges in e, atoms 1 to 5:
1 C -0.850
2 Cl -0.087
3 H 0.229
4 C -0.665
5 H 0.219


A 2-piece molecular cluster, C2H5Cl3NP overall. Source: OMol25; level of theory: the ωB97M-V functional and the def2-TZVPD basis.

CARTESIAN COORDINATES (ANGSTROEM)
H -1.36 1.39 1.78
C 0.28 0.02 2.13
Cl 2.04 -0.18 1.77
H 0.92 -1.96 -0.99
H 0.42 2.05 2.09
Cl -0.60 -1.34 1.35
N 1.30 -1.08 -1.10
H 2.24 -1.22 -1.63
C -0.18 1.31 1.73
P 0.28 0.20 -1.21
Cl 0.07 -0.35 4.04
H -0.76 -0.80 -1.16

## Properties
LUMO energy (alpha / beta)	-0.051 / -0.022	Eh
gap between HOMO and LUMO (alpha / beta)	6.06 / 8.33	eV
HOMO level (alpha / beta)	-7.4 / -8.9	eV

natural (NBO) population analysis, charges in e, atoms 1 to 5:
1 H 0.226
2 C -0.071
3 Cl -0.009
4 H 0.386
5 H 0.201


One molecule with the formula C2H5Cl3O2SSi. Source: OMol25; level of theory: the ωB97M-V functional and the def2-TZVPD basis.

CARTESIAN COORDINATES (ANGSTROEM)
S 1.10 0.91 -0.24
H -2.52 -1.71 2.03
H 3.14 2.20 0.23
C 2.44 1.88 -0.59
Cl -2.60 1.83 1.16
O 0.36 0.48 -1.38
C -1.91 -1.30 1.12
Si -1.24 0.43 1.73
Cl -0.74 0.25 3.68
Cl 2.17 -0.71 0.24
H 2.09 2.85 -1.14
H -2.65 -1.22 0.29
O 0.27 0.96 1.15
H -1.21 -2.13 0.90

## Properties
LUMO energy	0.010	Eh
gap between HOMO and LUMO	9.37	eV
HOMO level	-9.1	eV
SMILES	C=[S@@](=O)(Cl)O[Si](C)(Cl)Cl

natural (NBO) population analysis, charges in e, atoms 1 to 5:
1 S 1.953
2 H 0.255
3 H 0.245
4 C -0.949
5 Cl -0.337


One molecule with the formula C2H5ClFOP. Source: OMol25; level of theory: the ωB97M-V functional and the def2-TZVPD basis.

CARTESIAN COORDINATES (ANGSTROEM)
O -0.52 0.62 -1.67
H -2.15 -0.51 -0.05
C -0.13 -0.26 -0.60
P -1.61 1.93 -1.41
F -2.97 0.93 -1.59
H -1.24 0.44 1.17
C -1.19 -0.46 0.48
H -0.73 -1.36 0.96
Cl -1.61 2.70 -3.26
H 0.64 0.24 -0.05
H 0.10 -1.28 -1.07

## Properties
LUMO energy	0.030	Eh
gap between HOMO and LUMO	11.12	eV
HOMO level	-10.3	eV
SMILES	CCOP(F)Cl

natural (NBO) population analysis, charges in e, atoms 1 to 5:
1 O -0.813
2 H 0.236
3 C -0.061
4 P 1.371
5 F -0.600


One molecule with the formula C2H5ClN2O. Source: OMol25; level of theory: the ωB97M-V functional and the def2-TZVPD basis.

CARTESIAN COORDINATES (ANGSTROEM)
H 1.47 1.62 -1.21
H -1.79 -1.38 -0.10
H -0.94 -1.31 1.50
H -0.08 1.55 0.35
O 1.80 1.21 -0.38
C 0.10 -0.40 -0.08
H 1.53 -0.81 -1.08
C -1.16 -0.76 0.60
N 0.65 0.80 0.30
N 0.61 -1.20 -0.90
Cl -2.19 0.68 0.99

## Properties
LUMO energy	0.022	Eh
gap between HOMO and LUMO	10.35	eV
HOMO level	-9.7	eV
SMILES	[H]/N=C(/CCl)NO

natural (NBO) population analysis, charges in e, atoms 1 to 5:
1 H 0.459
2 H 0.254
3 H 0.242
4 H 0.376
5 O -0.545


A 2-piece molecular cluster, C2H5ClN2O2 overall. Source: OMol25; level of theory: the ωB97M-V functional and the def2-TZVPD basis.

CARTESIAN COORDINATES (ANGSTROEM)
C -1.27 -0.51 0.89
O -1.65 3.00 -0.37
C -0.20 0.21 0.04
H -1.75 -1.36 0.23
H 0.67 -0.22 0.18
N -0.27 1.29 -0.68
Cl 2.10 2.71 -1.58
O -1.75 1.81 -2.28
H -0.85 -1.00 1.73
H -2.15 0.17 1.14
N -1.32 2.11 -1.15
H 1.39 1.44 -2.25

## Properties
LUMO energy	-0.009	Eh
gap between HOMO and LUMO	10.14	eV
HOMO level	-10.4	eV
SMILES	C/C=N\[N+](=O)[O-].Cl

natural (NBO) population analysis, charges in e, atoms 1 to 5:
1 C -0.705
2 O -0.343
3 C 0.207
4 H 0.248
5 H 0.178